# 1
Computed, not measured: a 2-piece molecular cluster, C17H16NO4P overall, with wB97M-V/def2-TZVPD.

Last column: natural (NBO) charge in e.
Element x y z (Å)
O1 3.06 -2.58 4.42  -0.5301
C1 3.02 -1.78 3.51  0.5323
C2 4.26 -1.11 3.03  -0.0520
C3 5.48 -1.43 3.62  -0.1889
C4 6.64 -0.83 3.18  -0.1930
C5 6.60 0.10 2.14  -0.1951
C6 5.40 0.42 1.55  -0.1563
C7 4.22 -0.18 1.99  -0.1513
C8 2.93 0.20 1.33  0.5394
O2 2.90 1.03 0.45  -0.5219
C9 1.69 -0.49 1.80  -0.0677
C10 0.48 -0.17 1.20  -0.1713
C11 -0.67 -0.81 1.61  -0.1892
C12 -0.63 -1.75 2.63  -0.1961
C13 0.58 -2.06 3.24  -0.1586
C14 1.74 -1.43 2.83  -0.1514
H1 5.49 -2.15 4.43  0.2388
H2 7.59 -1.08 3.65  0.2172
H3 7.52 0.56 1.80  0.2171
H4 5.35 1.14 0.74  0.2386
H5 0.45 0.56 0.41  0.2577
H6 -1.62 -0.56 1.14  0.2271
H7 -1.54 -2.25 2.95  0.2148
H8 0.63 -2.79 4.04  0.2360
C15 -6.01 2.86 -5.19  -0.2511
O3 -6.29 1.50 -4.92  -0.5433
C16 -5.15 0.66 -4.92  -0.3967
P1 -4.54 0.41 -3.18  0.9425
O4 -3.96 0.08 -1.42  -0.7565
C17 -2.88 0.68 -1.12  0.5411
N1 -1.89 1.22 -0.86  -0.4943
H9 -5.25 3.27 -4.52  0.1649
H10 -5.68 2.99 -6.23  0.1740
H11 -6.94 3.42 -5.04  0.2035
H12 -5.44 -0.31 -5.34  0.2059
H13 -4.34 1.07 -5.54  0.1876
H14 -5.67 -0.27 -2.73  0.0156
H15 -4.45 1.77 -2.88  0.0086
H16 -3.37 -0.26 -3.58  0.0022

The spin multiplicity is 1. The orbital gap is 8.823 eV. The max |F| is 0.6 eV Å⁻¹. The lowest unoccupied orbital energy is -0.62 eV. The SMILES is O=C1c2ccccc2C(=O)c2ccccc21.COC[PH3]OC#N. The value obtained for the electronic energy is -36855.4714 eV.

=====

# 2
Computed, not measured: C26H26AsN7OS5V as an isolated structure, with wB97M-V/def2-TZVPD.

Last column: natural (NBO) charge in e.
Element x y z (Å)
V1 2.16 1.43 -0.20  1.1681
O1 0.74 2.92 -0.08  -0.8028
C1 -0.20 3.06 -1.13  -0.0972
C2 0.13 2.09 -2.24  0.2633
C3 -0.66 1.89 -3.34  -0.4611
C4 -0.18 0.96 -4.32  -0.1772
C5 1.01 0.33 -4.19  -0.2897
C6 1.91 0.62 -3.02  -0.1404
N1 1.27 1.45 -2.00  -0.5924
H1 1.24 3.85 -0.03  0.4699
H2 -0.14 4.08 -1.51  0.2265
H3 -1.21 2.89 -0.74  0.1811
H4 -1.58 2.45 -3.48  0.2005
H5 -0.77 0.78 -5.21  0.1885
H6 1.39 -0.28 -5.00  0.1930
H7 2.81 1.15 -3.37  0.2157
S1 2.36 -1.26 2.29  -0.4042
C7 2.61 0.36 2.79  0.0835
C8 2.94 0.62 4.15  -0.2909
C9 3.06 1.90 4.62  -0.1621
C10 2.88 2.98 3.75  -0.3003
C11 2.61 2.69 2.44  0.0826
N2 2.47 1.43 1.95  -0.5959
H8 3.08 -0.23 4.79  0.2152
H9 3.31 2.07 5.66  0.1934
H10 3.01 4.01 4.05  0.2286
H11 2.54 3.51 1.73  0.2401
S2 5.20 5.01 1.36  -0.7780
As1 4.04 4.86 -0.38  0.9841
S3 3.98 2.55 -0.76  -0.3303
S4 1.99 5.53 0.00  -0.7660
S5 4.80 5.60 -2.20  -0.7653
C12 3.86 -2.45 -1.75  -0.4081
N3 3.00 -1.71 -2.66  -0.4465
C13 2.04 -2.56 -3.32  -0.4075
C14 2.56 -0.49 -2.16  0.4241
N4 2.76 -0.12 -0.97  -0.6203
H12 4.38 -3.23 -2.31  0.1757
H13 3.29 -2.90 -0.93  0.1922
H14 4.58 -1.77 -1.30  0.2370
H15 2.55 -3.24 -4.02  0.1826
H16 1.31 -1.98 -3.87  0.2238
H17 1.49 -3.18 -2.59  0.1653
N5 -4.06 -2.53 0.35  -0.5533
C15 -5.22 -3.01 0.93  0.1686
C16 -6.24 -3.82 0.47  -0.2668
C17 -7.27 -4.10 1.36  -0.2237
C18 -7.27 -3.58 2.66  -0.2450
C19 -6.24 -2.77 3.11  -0.1891
C20 -5.20 -2.48 2.23  0.0673
N6 -4.07 -1.70 2.42  -0.4520
C21 -3.42 -1.76 1.29  0.3772
C22 -2.15 -1.08 1.00  0.0123
C23 -1.49 -1.24 -0.21  -0.2601
C24 -0.31 -0.56 -0.43  0.0817
N7 0.25 0.24 0.48  -0.4276
C25 -0.38 0.38 1.64  0.1096
C26 -1.57 -0.25 1.94  -0.2318
H18 -3.75 -2.69 -0.59  0.4175
H19 -6.24 -4.23 -0.53  0.2099
H20 -8.09 -4.73 1.04  0.2042
H21 -8.09 -3.82 3.32  0.2047
H22 -6.24 -2.36 4.12  0.2189
H23 -1.87 -1.88 -1.00  0.1943
H24 0.22 -0.66 -1.37  0.2226
H25 0.09 1.04 2.36  0.2257
H26 -2.05 -0.09 2.90  0.2364

The spin multiplicity is 2. The value obtained for the energy relative to the best compared isomer or geometry (same formula, charge and spin) is 0.0 kcal per mole. The orbital gap (alpha / beta) is 4.875 / 4.876 eV. The max |F| is 0.5 eV Å⁻¹. The lowest unoccupied orbital energy (alpha / beta) is 3.35 / 3.34 eV. Its net charge is -2. The value obtained for the electronic energy is -180569.1867 eV.

=====

# 3
Computed, not measured: C34H47BInN8O2S2Se as an isolated structure, with wB97M-V/def2-TZVPD.

Last column: Mulliken charge in e.
Element x y z (Å)
In1 0.01 0.25 0.28  2.4414
C1 -0.28 -0.79 3.38  -0.5455
C2 0.04 0.67 3.69  -1.0570
N1 0.19 1.47 2.45  0.1180
C3 -0.66 2.67 2.39  -1.4654
C4 -2.46 2.54 0.47  -0.6414
S1 -2.57 0.75 0.00  -0.1494
C5 -3.39 -0.16 1.34  -0.9360
C6 -2.59 -0.34 2.62  -0.8260
N2 -1.27 -0.88 2.30  -0.1514
H1 0.63 -1.30 3.03  0.0927
H2 -0.60 -1.28 4.30  0.6422
H3 -0.75 1.10 4.30  0.3142
H4 0.95 0.72 4.30  0.4866
H5 1.16 1.77 2.38  0.3877
H6 -1.58 2.48 2.94  0.4637
H7 -0.18 3.52 2.86  0.4723
H8 -3.57 2.36 2.21  0.3589
H9 -2.65 3.01 -0.49  0.7479
H10 -4.35 0.31 1.53  0.6546
H11 -3.57 -1.13 0.87  0.5154
H12 -2.47 0.61 3.14  0.2952
H13 -3.15 -1.01 3.28  0.5202
H14 -1.38 -1.86 2.05  0.2458
C7 5.83 0.89 -0.77  -1.0070
C8 4.33 1.20 -0.58  -0.6114
N3 3.57 -0.04 -0.36  0.4680
C9 3.79 -0.94 -1.50  -0.1291
C10 5.28 -1.36 -1.57  -0.9456
N4 6.02 -0.58 -0.54  -0.0137
C11 5.55 -0.94 0.83  -0.9770
C12 4.02 -0.68 0.87  -0.0392
H15 6.46 1.43 -0.07  0.3541
H16 6.17 1.12 -1.78  0.3625
H17 3.94 1.71 -1.46  0.4375
H18 4.18 1.85 0.29  0.4835
H19 3.48 -0.43 -2.41  0.5135
H20 3.15 -1.81 -1.37  0.0290
H21 5.71 -1.16 -2.55  0.3341
H22 5.42 -2.42 -1.35  0.3808
H23 7.02 -0.79 -0.62  0.3201
H24 6.09 -0.34 1.55  0.3243
H25 5.78 -1.99 1.01  0.3613
H26 3.77 -0.03 1.72  0.4417
H27 3.47 -1.61 0.99  0.0345
Se1 -3.69 4.73 1.63  0.3644
N5 -2.12 5.27 1.17  -0.7473
C13 -1.09 4.58 0.81  -0.1209
C14 0.02 5.28 0.25  -0.5447
C15 1.04 4.61 -0.33  -1.4967
C16 0.96 3.19 -0.41  -0.6166
N6 0.00 2.47 0.10  -0.3074
C17 -1.03 3.06 0.92  1.8914
N7 -3.52 2.89 1.35  -0.6053
H28 -0.01 6.36 0.26  0.5652
H29 1.87 5.12 -0.79  0.5418
H30 1.74 2.62 -0.91  1.2010
C18 -2.85 -7.41 -0.20  -1.9763
C19 -1.35 -7.65 -0.05  1.8354
C20 -1.10 -8.44 1.25  -1.5231
C21 -0.87 -8.48 -1.26  -1.5610
C22 -0.56 -6.35 0.01  0.4837
C23 0.84 -6.39 0.07  -0.5538
C24 1.64 -5.26 0.13  -2.4924
C25 0.98 -4.05 0.14  1.5190
O1 1.50 -2.74 0.20  -0.4066
B1 0.40 -1.94 0.20  -0.8589
O2 -0.78 -2.63 0.17  -0.2845
C26 -0.40 -3.99 0.11  0.4506
C27 -1.20 -5.11 0.04  -1.0131
H31 -3.35 -8.38 -0.28  0.4242
H32 -3.08 -6.85 -1.11  0.4220
H33 -3.26 -6.89 0.66  0.3732
H34 -1.66 -9.37 1.22  0.4407
H35 -1.44 -7.86 2.11  0.3732
H36 -0.05 -8.68 1.39  0.3497
H37 -1.45 -9.39 -1.33  0.4586
H38 0.18 -8.76 -1.18  0.3358
H39 -1.00 -7.92 -2.19  0.3722
H40 1.34 -7.35 0.06  0.4479
H41 2.72 -5.32 0.17  0.5035
H42 -2.27 -5.02 0.01  0.6092
S2 -0.28 -1.38 -4.44  -0.1838
C28 -0.26 -0.99 -2.78  -0.1786
N8 -0.02 0.24 -2.45  0.4117
C29 0.13 1.02 -3.60  -0.6670
C30 0.33 2.40 -3.69  -0.2323
C31 0.46 2.99 -4.93  -0.7757
C32 0.39 2.23 -6.10  -0.5637
C33 0.17 0.87 -6.05  -0.6359
C34 0.04 0.28 -4.80  0.7392
H43 -0.45 -1.77 -2.05  0.3184
H44 0.34 3.00 -2.80  0.4668
H45 0.59 4.06 -5.00  0.4649
H46 0.49 2.72 -7.06  0.4324
H47 0.08 0.28 -6.95  0.4431

The spin multiplicity is 1. The value obtained for the energy relative to the best compared isomer or geometry (same formula, charge and spin) is 50.2 kcal per mole. The orbital gap is 6.603 eV. The max |F| is 1.4 eV Å⁻¹. The lowest unoccupied orbital energy is -8.53 eV. Its net charge is +3. The value obtained for the electronic energy is -144881.5270 eV.